{"formula": "C24H55Br6F4N8O20S4", "method": "ωB97M-V/def2-TZVPD", "spin_multiplicity": 2, "total_charge": 0, "e_lumo_ha": [-0.1719, -0.2164], "species": ["C", "C", "C", "C", "C", "C", "N", "O", "C", "C", "C", "H", "H", "H", "H", "H", "H", "H", "H", "H", "H", "H", "H", "H", "H", "H", "H", "H", "H", "N", "S", "O", "O", "F", "S", "O", "O", "F", "N", "S", "O", "O", "F", "S", "O", "O", "F", "C", "N", "O", "O", "H", "H", "H", "C", "N", "O", "O", "H", "H", "H", "C", "N", "O", "O", "H", "H", "H", "C", "N", "O", "O", "H", "H", "H", "C", "N", "O", "O", "H", "H", "H", "Br", "C", "C", "Br", "H", "H", "H", "H", "Br", "C", "C", "Br", "H", "H", "H", "H", "Br", "C", "C", "Br", "H", "H", "H", "H", "C", "C", "O", "C", "C", "H", "H", "H", "H", "H", "H", "H", "H", "H", "H"], "coordinates": [[-0.17, -1.33, -0.96], [0.29, 0.09, -0.44], [-0.60, 1.24, -1.00], [-1.91, 1.28, -0.33], [-1.95, 1.58, 1.18], [-1.12, 0.50, 1.99], [0.18, 0.16, 1.13], [1.16, -0.61, 1.78], [-2.03, -0.69, 2.25], [-0.67, 1.13, 3.39], [1.72, 0.37, -0.84], [-0.31, -1.20, -2.03], [-1.07, -1.71, -0.48], [0.63, -2.05, -0.75], [-0.71, 1.06, -2.07], [-0.11, 2.20, -0.83], [-2.40, 0.31, -0.41], [-2.48, 1.95, -0.97], [-2.97, 1.65, 1.56], [-1.62, 2.61, 1.31], [-2.84, -0.51, 2.97], [-1.36, -1.34, 2.81], [-2.39, -1.22, 1.37], [-1.55, 1.61, 3.81], [0.09, 1.91, 3.34], [-0.36, 0.36, 4.10], [1.77, 0.47, -1.92], [2.45, -0.31, -0.40], [1.93, 1.40, -0.56], [3.79, 2.53, 5.49], [3.11, 1.15, 5.64], [1.61, 0.95, 5.65], [3.82, 0.14, 6.40], [3.56, 0.70, 4.14], [3.08, 3.00, 7.00], [3.82, 2.71, 8.17], [1.61, 3.26, 7.08], [3.55, 4.45, 6.70], [1.76, 3.09, 1.55], [3.28, 3.15, 1.53], [3.98, 3.41, 2.78], [3.98, 3.60, 0.31], [3.52, 1.59, 1.35], [1.49, 4.66, 0.98], [1.41, 4.77, -0.45], [2.14, 5.73, 1.80], [-0.09, 4.89, 1.32], [-1.78, 5.24, -1.44], [-2.94, 5.76, -0.76], [-2.88, 5.85, 0.46], [-3.94, 5.99, -1.49], [-1.94, 4.73, -2.39], [-1.38, 4.49, -0.76], [-1.05, 6.05, -1.51], [0.01, 5.23, 4.41], [0.09, 6.69, 3.95], [0.98, 7.31, 4.46], [-0.70, 7.20, 3.18], [-0.06, 5.20, 5.50], [1.02, 4.93, 4.13], [-0.62, 4.61, 3.78], [3.44, 2.43, -2.83], [2.38, 2.48, -3.87], [2.46, 1.77, -4.85], [1.42, 3.35, -3.78], [3.05, 2.66, -1.84], [4.05, 3.28, -3.14], [3.97, 1.48, -2.79], [-3.42, -1.98, -4.13], [-3.89, -1.46, -2.83], [-3.19, -1.76, -1.85], [-4.91, -0.76, -2.87], [-3.65, -3.02, -3.93], [-2.35, -1.78, -4.18], [-3.94, -1.50, -4.96], [-1.42, 2.45, -5.29], [-2.66, 2.23, -4.53], [-2.83, 2.91, -3.48], [-3.50, 1.46, -4.94], [-0.88, 1.52, -5.46], [-0.83, 3.08, -4.63], [-1.62, 2.97, -6.23], [-1.66, -5.24, 1.76], [-3.35, -4.15, 1.95], [-4.63, -4.85, 1.60], [-4.61, -5.17, -0.42], [-3.20, -3.40, 1.18], [-3.31, -3.70, 2.94], [-5.57, -4.41, 1.92], [-4.69, -5.88, 1.95], [1.33, -3.66, -7.30], [2.33, -2.18, -6.51], [1.96, -1.88, -5.01], [0.22, -0.96, -4.75], [2.05, -1.28, -7.06], [3.39, -2.33, -6.70], [2.61, -1.11, -4.61], [1.88, -2.75, -4.35], [2.76, -6.39, 3.85], [1.30, -5.33, 4.63], [1.30, -3.80, 4.13], [-0.25, -2.91, 5.08], [1.14, -5.41, 5.71], [0.43, -5.75, 4.12], [1.13, -3.69, 3.06], [2.29, -3.39, 4.35], [2.12, -5.00, -0.21], [0.98, -5.54, -1.04], [1.24, -5.43, -2.43], [0.11, -5.41, -3.26], [-1.05, -4.44, -2.86], [2.85, -5.79, -0.04], [2.70, -4.18, -0.64], [2.03, -4.73, 0.85], [0.76, -6.60, -0.91], [0.08, -4.99, -0.75], [0.31, -5.28, -4.33], [-0.33, -6.40, -3.23], [-1.77, -4.10, -3.60], [-0.56, -3.56, -2.46], [-1.81, -4.78, -2.16]]}


{"formula": "C24H55O16P5", "method": "ωB97M-V/def2-TZVPD", "total_charge": 0, "e_lumo_ha": 0.0258, "species": ["C", "C", "C", "C", "P", "C", "C", "C", "C", "C", "C", "C", "C", "H", "H", "H", "H", "H", "H", "H", "H", "H", "H", "H", "H", "H", "H", "H", "H", "H", "H", "H", "C", "O", "P", "O", "O", "C", "O", "C", "H", "H", "H", "H", "H", "H", "H", "H", "H", "C", "O", "P", "O", "O", "C", "O", "C", "H", "H", "H", "H", "H", "H", "H", "H", "H", "C", "O", "P", "O", "O", "C", "O", "C", "H", "H", "H", "H", "H", "H", "H", "H", "H", "C", "O", "P", "O", "O", "C", "O", "C", "H", "H", "H", "H", "H", "H", "H", "H", "H"], "coordinates": [[-1.27, 3.44, -2.67], [-2.58, 3.95, -3.31], [-3.72, 4.16, -2.31], [-4.56, 2.89, -2.05], [-4.71, 2.38, -0.27], [-3.03, 2.47, 0.49], [-2.01, 1.38, 0.20], [-0.95, 1.18, 1.09], [0.01, 0.20, 0.86], [-0.05, -0.61, -0.27], [0.96, -1.70, -0.53], [-1.10, -0.41, -1.16], [-2.06, 0.58, -0.93], [-0.95, 2.49, -3.07], [-0.47, 4.17, -2.75], [-1.44, 3.27, -1.61], [-2.90, 3.28, -4.10], [-2.36, 4.90, -3.79], [-4.39, 4.91, -2.72], [-3.31, 4.59, -1.40], [-5.58, 3.10, -2.35], [-4.22, 2.10, -2.71], [-4.83, 0.98, -0.39], [-3.22, 2.44, 1.56], [-2.59, 3.45, 0.30], [-0.86, 1.80, 1.97], [0.82, 0.05, 1.56], [0.61, -2.65, -0.16], [1.06, -1.80, -1.61], [1.93, -1.43, -0.12], [-1.17, -1.01, -2.05], [-2.84, 0.69, -1.67], [4.66, 7.81, -3.24], [3.97, 7.27, -2.11], [2.40, 7.50, -2.01], [1.60, 6.71, -2.95], [2.19, 9.07, -2.08], [1.76, 9.68, -3.30], [2.13, 7.23, -0.48], [1.90, 5.89, -0.03], [5.58, 7.24, -3.36], [4.07, 7.73, -4.15], [4.92, 8.86, -3.05], [1.59, 8.94, -4.08], [2.53, 10.38, -3.63], [0.84, 10.22, -3.11], [2.82, 5.48, 0.36], [1.52, 5.27, -0.84], [1.16, 5.94, 0.77], [-10.34, 2.27, -6.41], [-9.52, 1.95, -5.28], [-9.44, 2.98, -4.07], [-10.65, 3.08, -3.26], [-8.93, 4.34, -4.71], [-9.86, 5.40, -4.97], [-8.13, 2.51, -3.33], [-8.22, 1.48, -2.35], [-10.61, 1.35, -6.90], [-11.25, 2.79, -6.10], [-9.77, 2.90, -7.10], [-10.87, 5.14, -4.64], [-9.87, 5.61, -6.04], [-9.53, 6.29, -4.43], [-7.95, 0.52, -2.80], [-9.21, 1.42, -1.91], [-7.50, 1.71, -1.56], [3.61, -6.27, 2.79], [4.75, -5.40, 2.82], [4.56, -3.88, 3.22], [4.31, -3.66, 4.65], [3.46, -3.31, 2.24], [2.10, -3.17, 2.68], [5.86, -3.21, 2.64], [7.06, -3.21, 3.42], [3.97, -7.28, 2.92], [2.92, -6.03, 3.60], [3.11, -6.17, 1.83], [1.98, -3.47, 3.72], [1.47, -3.79, 2.04], [1.81, -2.13, 2.57], [7.70, -4.04, 3.12], [6.84, -3.28, 4.49], [7.57, -2.27, 3.23], [7.95, -11.02, 6.39], [7.46, -9.71, 6.10], [5.91, -9.54, 5.76], [5.01, -9.72, 6.90], [5.64, -10.50, 4.53], [5.01, -11.77, 4.73], [5.88, -8.14, 5.05], [5.77, -6.95, 5.85], [8.86, -10.91, 6.98], [7.23, -11.60, 6.97], [8.19, -11.54, 5.46], [4.73, -11.92, 5.78], [5.69, -12.55, 4.41], [4.11, -11.80, 4.12], [6.76, -6.52, 6.00], [5.31, -7.15, 6.81], [5.16, -6.24, 5.29]]}


{"formula": "C24H56BO16", "method": "ωB97M-V/def2-TZVPD", "total_charge": -1, "e_lumo_ha": 0.0720, "species": ["O", "C", "O", "B", "O", "C", "O", "O", "C", "O", "C", "O", "O", "C", "C", "C", "O", "H", "H", "H", "H", "H", "H", "H", "H", "C", "C", "C", "O", "H", "H", "H", "H", "H", "H", "H", "H", "C", "C", "C", "O", "H", "H", "H", "H", "H", "H", "H", "H", "C", "C", "C", "O", "H", "H", "H", "H", "H", "H", "H", "H", "C", "C", "C", "O", "H", "H", "H", "H", "H", "H", "H", "H", "C", "C", "O", "H", "H", "H", "H", "H", "H", "C", "C", "O", "H", "H", "H", "H", "H", "H", "C", "O", "H", "H", "H", "H"], "coordinates": [[-2.07, -5.65, 1.33], [-1.75, -4.47, 1.25], [-2.35, -3.40, 1.81], [-1.68, -2.13, 1.27], [-0.73, -2.58, 0.28], [-0.67, -3.90, 0.23], [0.06, -4.62, -0.56], [-1.04, -1.36, 2.29], [-1.60, -0.20, 2.48], [-1.32, 0.58, 3.41], [-2.68, -0.05, 1.31], [-2.66, -1.13, 0.63], [-3.37, 0.93, 1.13], [4.71, 0.43, 2.65], [4.75, 1.33, 3.90], [4.45, 2.82, 3.80], [3.89, 0.70, 4.91], [5.34, 1.03, 1.99], [3.67, 0.33, 2.36], [5.16, -0.51, 2.99], [5.75, 1.15, 4.29], [4.49, 3.37, 4.74], [3.39, 2.99, 3.57], [5.01, 3.31, 3.01], [2.95, 0.68, 4.71], [2.45, -5.95, -7.54], [1.29, -6.88, -7.20], [1.73, -8.22, -6.59], [0.47, -6.29, -6.25], [2.94, -5.70, -6.60], [2.04, -4.98, -7.83], [3.24, -6.25, -8.22], [0.82, -7.10, -8.16], [2.06, -8.90, -7.38], [0.86, -8.79, -6.25], [2.48, -8.18, -5.80], [1.04, -6.24, -5.48], [-3.63, -1.78, -5.47], [-3.50, -1.51, -7.00], [-4.02, -0.06, -7.26], [-2.19, -1.71, -7.43], [-4.67, -2.02, -5.25], [-3.44, -0.97, -4.76], [-2.99, -2.58, -5.10], [-4.08, -2.18, -7.63], [-5.05, 0.11, -6.93], [-4.01, 0.19, -8.32], [-3.42, 0.67, -6.72], [-1.90, -2.58, -7.14], [-0.12, 4.26, -3.90], [0.77, 4.88, -2.86], [1.41, 3.82, -2.01], [1.80, 5.50, -3.48], [-0.88, 3.64, -3.41], [0.41, 3.62, -4.60], [-0.53, 5.01, -4.58], [0.20, 5.57, -2.23], [2.14, 4.30, -1.36], [1.93, 3.24, -2.76], [0.64, 3.29, -1.44], [2.39, 5.91, -2.83], [-3.17, 9.59, 2.03], [-3.95, 8.31, 2.04], [-4.66, 8.04, 0.77], [-3.06, 7.20, 2.11], [-3.67, 10.55, 1.88], [-2.48, 9.53, 1.19], [-2.58, 9.69, 2.94], [-4.60, 8.18, 2.90], [-5.43, 8.81, 0.72], [-5.25, 7.13, 0.87], [-4.05, 7.94, -0.13], [-3.56, 6.41, 1.89], [2.05, -5.70, 6.55], [3.57, -5.63, 6.24], [4.43, -5.80, 7.40], [1.76, -6.72, 6.81], [1.61, -5.65, 5.56], [1.67, -4.95, 7.23], [3.72, -4.64, 5.82], [3.77, -6.40, 5.49], [4.59, -4.92, 7.76], [0.20, 7.89, 8.53], [-0.49, 7.51, 7.20], [0.26, 7.80, 6.07], [-0.41, 7.67, 9.40], [0.53, 8.93, 8.60], [1.12, 7.35, 8.74], [-1.51, 7.87, 7.05], [-0.62, 6.43, 7.18], [-0.41, 7.58, 5.42], [0.36, -10.98, -1.32], [-0.97, -10.78, -1.82], [1.14, -11.21, -2.04], [0.61, -10.14, -0.66], [0.28, -11.80, -0.61], [-1.20, -9.85, -1.81]]}


{"formula": "C24H56F6N4O8Sr", "method": "ωB97M-V/def2-TZVPD", "relative_energy_ev": 15.208, "total_charge": 0, "e_lumo_ha": -0.1235, "species": ["Sr", "C", "O", "O", "C", "F", "F", "F", "C", "C", "H", "H", "H", "H", "H", "H", "C", "O", "O", "C", "F", "F", "F", "C", "C", "H", "H", "H", "H", "H", "H", "C", "C", "C", "O", "C", "N", "H", "H", "H", "H", "H", "H", "H", "H", "H", "H", "H", "C", "C", "C", "O", "C", "N", "H", "H", "H", "H", "H", "H", "H", "H", "H", "H", "H", "C", "C", "C", "O", "C", "N", "H", "H", "H", "H", "H", "H", "H", "H", "H", "H", "H", "C", "C", "C", "O", "C", "N", "H", "H", "H", "H", "H", "H", "H", "H", "H", "H", "H"], "coordinates": [[-0.64, 0.17, 1.68], [-6.19, 1.15, -1.65], [-6.90, 0.05, -1.11], [-4.93, 1.06, -0.94], [-6.34, 0.99, -3.19], [-5.28, 1.51, -3.83], [-6.51, -0.27, -3.61], [-7.41, 1.61, -3.66], [-8.35, 0.03, -0.93], [-8.86, -1.33, -1.21], [-9.95, -1.34, -1.30], [-8.44, -1.81, -2.09], [-8.56, -1.92, -0.34], [-8.79, 0.61, -1.74], [-8.77, 0.43, 0.00], [-6.60, 2.07, -1.23], [2.23, -4.93, 3.03], [3.18, -4.61, 2.00], [1.28, -3.90, 2.96], [1.72, -6.40, 2.99], [0.62, -6.63, 3.66], [1.63, -6.86, 1.76], [2.60, -7.20, 3.61], [4.49, -5.30, 1.96], [5.16, -5.03, 0.63], [4.40, -5.20, -0.13], [5.25, -3.96, 0.50], [6.13, -5.52, 0.53], [4.34, -6.37, 2.13], [5.08, -4.90, 2.79], [2.73, -4.74, 3.98], [0.14, -4.22, -4.32], [0.06, -2.80, -3.84], [-0.81, -1.97, -4.70], [-0.49, -2.19, -6.12], [-1.48, -1.71, -7.08], [-0.47, -2.87, -2.49], [0.97, -4.82, -3.96], [0.25, -4.37, -5.39], [-0.81, -4.75, -4.19], [1.08, -2.42, -3.82], [-0.72, -0.92, -4.44], [-1.83, -2.30, -4.52], [-1.26, -0.69, -7.39], [-2.55, -1.71, -6.88], [-1.42, -2.28, -8.00], [-1.35, -3.36, -2.57], [0.03, -3.42, -1.81], [-1.92, 2.94, 7.17], [-1.89, 1.84, 6.07], [-3.36, 1.30, 5.78], [-3.34, 0.59, 4.49], [-4.41, -0.35, 4.39], [-1.31, 2.38, 4.89], [-2.35, 2.62, 8.12], [-2.45, 3.80, 6.76], [-0.90, 3.18, 7.46], [-1.29, 0.96, 6.28], [-4.10, 2.10, 5.83], [-3.63, 0.68, 6.62], [-5.38, 0.10, 4.14], [-4.49, -1.01, 5.25], [-4.14, -0.91, 3.49], [-0.57, 3.05, 5.05], [-1.94, 3.13, 4.61], [2.01, 3.14, -2.75], [1.72, 4.24, -1.69], [1.40, 5.64, -2.35], [0.12, 5.55, -3.00], [-0.21, 6.71, -3.69], [0.64, 3.93, -0.80], [2.89, 3.33, -3.37], [1.12, 3.15, -3.37], [1.95, 2.13, -2.35], [2.66, 4.35, -1.15], [2.19, 5.88, -3.06], [1.35, 6.34, -1.52], [0.58, 7.22, -4.25], [-0.57, 7.49, -3.02], [-1.00, 6.42, -4.38], [-0.17, 4.02, -1.40], [0.55, 4.75, -0.22], [5.70, 0.78, 3.47], [5.29, 1.24, 2.06], [6.51, 1.17, 1.12], [6.19, 1.53, -0.25], [7.14, 1.02, -1.25], [4.28, 0.31, 1.46], [4.76, 0.47, 3.92], [6.23, 1.57, 4.00], [6.39, -0.06, 3.37], [4.86, 2.24, 2.06], [6.73, 0.11, 1.23], [7.38, 1.80, 1.26], [6.63, 0.75, -2.18], [7.87, 0.32, -0.84], [7.70, 1.90, -1.54], [4.60, 0.16, 0.51], [4.28, -0.61, 1.87]]}


Listing M for the structures above in their given order: 1459.42, 754.56, 611.51, 730.34 u.